[1]
ORCA calculation (wB97M-V/def2-TZVPD) on C26H24N4O5 in the gas phase at a distorted geometry.

Each line ends with the Mulliken charge.
Element x y z (Å)
1 C 6.037 2.394 2.568  -0.944
2 O 5.675 1.143 2.040  -0.419
3 C 4.972 1.113 0.874  1.033
4 C 4.567 2.223 0.155  -0.432
5 C 3.851 2.080 -1.028  -1.162
6 C 3.546 0.825 -1.512  -0.098
7 C 2.748 0.632 -2.776  -1.358
8 C 1.399 0.060 -2.383  0.591
9 O 1.095 -1.114 -2.449  -0.620
10 N 0.553 0.991 -1.890  -0.631
11 N -0.698 0.641 -1.407  0.024
12 C -1.566 1.588 -0.998  0.401
13 O -1.271 2.773 -1.013  -0.795
14 C -2.860 1.012 -0.536  0.623
15 N -2.982 -0.264 -0.733  -0.636
16 N -4.054 -0.930 -0.359  0.227
17 C -3.997 -2.367 -0.620  -1.230
18 C -2.689 -2.909 -0.110  0.227
19 C -1.556 -2.862 -0.912  -0.410
20 C -0.330 -3.274 -0.421  -0.267
21 C -0.229 -3.745 0.877  -0.446
22 C -1.356 -3.803 1.680  -0.595
23 C -2.580 -3.379 1.192  -0.406
24 C -5.158 -0.376 0.271  0.568
25 O -6.102 -1.070 0.598  -0.723
26 C -5.058 1.068 0.483  0.073
27 C -6.121 1.739 1.091  -0.481
28 C -6.050 3.097 1.303  -0.561
29 C -4.914 3.804 0.912  -0.545
30 C -3.854 3.161 0.313  -0.675
31 C -3.909 1.781 0.085  0.775
32 C 3.946 -0.300 -0.792  -0.317
33 C 4.648 -0.177 0.391  0.934
34 O 5.070 -1.216 1.161  -0.420
35 C 4.753 -2.521 0.746  -0.806
36 H 6.591 2.178 3.480  0.233
37 H 6.679 2.953 1.879  0.369
38 H 5.157 2.998 2.815  0.368
39 H 4.799 3.216 0.504  0.374
40 H 3.549 2.965 -1.568  0.373
41 H 3.241 -0.087 -3.432  0.372
42 H 2.624 1.577 -3.303  0.452
43 H 0.758 1.977 -1.785  0.277
44 H -0.910 -0.351 -1.410  0.533
45 H -4.089 -2.530 -1.698  0.279
46 H -4.854 -2.808 -0.107  0.536
47 H -1.631 -2.507 -1.930  0.507
48 H 0.540 -3.211 -1.056  0.457
49 H 0.725 -4.070 1.265  0.380
50 H -1.282 -4.173 2.692  0.389
51 H -3.457 -3.412 1.823  0.426
52 H -6.986 1.162 1.382  0.471
53 H -6.873 3.616 1.770  0.409
54 H -4.865 4.869 1.082  0.420
55 H -2.975 3.705 0.007  0.554
56 H 3.684 -1.272 -1.179  0.456
57 H 5.160 -3.179 1.512  0.241
58 H 5.215 -2.761 -0.218  0.364
59 H 3.671 -2.671 0.676  0.262

Charge = 0
Structure (SMILES) = COc1ccc(CC(=O)NNC(=O)c2nn(Cc3ccccc3)c(=O)c3ccccc23)cc1OC
Gap between HOMO and LUMO = 8.0 eV
Energy relative to the best compared isomer or geometry (same formula, charge and spin) = 3.609 eV



[2]
ORCA calculation (wB97M-V/def2-TZVPD) on 2 unconnected molecules or ions with the total composition C5H5ClN2O2 at a distorted geometry.

Each line ends with the Mulliken charge.
Element x y z (Å)
1 O -4.090 1.015 0.211  -0.538
2 N -3.121 1.723 0.057  0.909
3 O -3.088 2.894 -0.276  -0.500
4 C -1.797 1.043 -0.014  0.344
5 C -1.423 -0.033 0.843  -0.372
6 C -0.147 -0.594 0.599  -0.552
7 C 0.656 0.073 -0.265  -0.265
8 C 0.169 0.987 -1.133  -0.247
9 N -1.070 1.412 -1.021  -0.472
10 H -2.152 -0.371 1.515  0.440
11 H 0.211 -1.375 1.289  0.369
12 H 1.672 -0.097 -0.440  0.383
13 H 0.726 1.481 -1.812  0.499
14 Cl 3.437 1.831 0.480  -0.268
15 H 3.776 1.680 -0.861  0.272

Charge = 0
Structure (SMILES) = O=[N+]([O-])c1ccccn1.Cl
Gap between HOMO and LUMO = 10.1 eV
Energy relative to the best compared isomer or geometry (same formula, charge and spin) = 4.425 eV



[3]
ORCA calculation (wB97M-V/def2-TZVPD) on 6 unconnected molecules or ions with the total composition C24H50F2IN3O16S5 at a distorted geometry.

Each line ends with the Mulliken charge.
Element x y z (Å)
1 N 2.268 -6.494 0.129  -0.532
2 C 3.115 -5.649 0.662  -0.341
3 C 4.073 -4.495 1.398  1.563
4 F 5.352 -5.228 1.727  -0.340
5 C 4.343 -3.312 0.295  -0.640
6 C 5.881 -2.753 0.230  -0.058
7 F 6.109 -2.134 -1.128  -0.344
8 C 3.475 -3.977 2.838  -0.263
9 I 3.707 -5.624 4.254  0.236
10 C 4.525 -2.778 3.348  0.262
11 N 5.314 -1.792 3.700  -0.572
12 C 2.004 -3.278 2.781  -0.349
13 C 0.715 -4.276 2.832  -0.441
14 C -0.582 -3.319 3.285  0.304
15 N -0.504 -2.811 4.736  -0.589
16 O -1.595 -2.999 2.474  -0.474
17 H 4.089 -3.725 -0.795  0.311
18 H 3.653 -2.357 0.462  0.211
19 H 6.009 -1.852 0.995  0.086
20 H 6.719 -3.561 0.352  0.238
21 H 1.953 -2.440 3.629  0.359
22 H 1.927 -2.671 1.757  0.145
23 H 0.404 -4.763 1.814  0.219
24 H 0.754 -5.127 3.633  0.318
25 H 0.327 -3.282 5.199  0.320
26 H -0.237 -1.787 4.752  0.289
27 C -2.948 -0.641 1.362  -0.931
28 C -3.408 0.438 0.400  -0.180
29 O -3.379 1.721 1.008  -0.239
30 S -1.945 2.480 1.162  1.051
31 C -2.588 4.086 1.564  -0.954
32 O -1.307 2.550 -0.134  -0.589
33 O -1.266 1.956 2.327  -0.594
34 H -1.884 -0.533 1.593  0.250
35 H -3.102 -1.634 0.931  0.428
36 H -3.492 -0.575 2.309  0.244
37 H -2.815 0.428 -0.520  0.325
38 H -4.448 0.243 0.116  0.128
39 H -3.150 4.466 0.710  0.311
40 H -1.743 4.743 1.780  0.371
41 H -3.227 4.001 2.445  0.331
42 C 0.391 -6.930 -2.480  -0.981
43 C 0.808 -5.757 -3.345  -0.345
44 O -0.116 -5.536 -4.401  -0.254
45 S -1.521 -4.781 -4.064  1.224
46 C -2.000 -4.449 -5.741  -0.923
47 O -1.234 -3.523 -3.408  -0.620
48 O -2.445 -5.745 -3.507  -0.613
49 H -0.524 -6.704 -1.924  0.296
50 H 1.174 -7.175 -1.757  0.405
51 H 0.185 -7.813 -3.094  0.290
52 H 0.940 -4.849 -2.746  0.313
53 H 1.775 -5.981 -3.809  0.265
54 H -1.276 -3.765 -6.188  0.314
55 H -2.990 -3.988 -5.724  0.366
56 H -2.037 -5.391 -6.292  0.312
57 C 5.972 1.950 2.398  -0.991
58 C 5.858 1.716 3.892  -0.178
59 O 6.787 2.510 4.614  -0.294
60 S 6.455 4.089 4.843  1.203
61 C 7.687 4.397 6.084  -0.914
62 O 5.147 4.213 5.449  -0.632
63 O 6.820 4.818 3.647  -0.603
64 H 5.648 2.961 2.132  0.371
65 H 5.351 1.240 1.846  0.324
66 H 7.011 1.847 2.067  0.263
67 H 4.836 1.895 4.244  0.306
68 H 6.095 0.669 4.109  0.188
69 H 7.450 3.807 6.971  0.310
70 H 7.665 5.462 6.325  0.366
71 H 8.666 4.126 5.686  0.311
72 C -0.212 3.558 -3.038  -0.894
73 C -0.673 4.636 -3.999  -0.378
74 O -0.644 5.920 -3.392  -0.248
75 S 0.790 6.679 -3.237  1.179
76 C 0.148 8.285 -2.835  -0.918
77 O 1.429 6.748 -4.534  -0.635
78 O 1.470 6.154 -2.072  -0.581
79 H 0.852 3.665 -2.807  0.295
80 H -0.366 2.564 -3.468  0.398
81 H -0.757 3.624 -2.090  0.246
82 H -0.079 4.627 -4.920  0.325
83 H -1.712 4.441 -4.284  0.285
84 H -0.415 8.665 -3.690  0.310
85 H 0.993 8.942 -2.620  0.368
86 H -0.491 8.200 -1.954  0.305
87 C -9.432 3.037 -1.548  -1.005
88 C -8.697 1.986 -0.739  -0.271
89 O -8.446 0.819 -1.509  -0.270
90 S -7.221 0.840 -2.583  1.086
91 C -7.160 -0.909 -2.882  -0.962
92 O -6.006 1.236 -1.905  -0.497
93 O -7.675 1.494 -3.792  -0.604
94 H -8.798 3.435 -2.346  0.296
95 H -9.738 3.872 -0.911  0.386
96 H -10.320 2.609 -2.025  0.259
97 H -7.766 2.386 -0.323  0.271
98 H -9.323 1.683 0.106  0.284
99 H -6.872 -1.415 -1.960  0.314
100 H -6.414 -1.092 -3.659  0.374
101 H -8.141 -1.244 -3.222  0.336

Charge = 0
Structure (SMILES) = N#C[C@@](F)(CCF)[C@@](I)(C#N)CCC(N)=O.CCOS(C)(=O)=O.CCOS(C)(=O)=O.CCOS(C)(=O)=O.CCOS(C)(=O)=O.CCOS(C)(=O)=O
Gap between HOMO and LUMO = 9.3 eV



[4]
ORCA calculation (wB97M-V/def2-TZVPD) on a molecular structure, C29H49AlFIO12PS4 at a distorted geometry.

Each line ends with the Mulliken charge.
Element x y z (Å)
1 O -0.273 5.077 2.541  -0.599
2 C 0.717 4.649 1.998  -0.068
3 C 1.906 5.464 1.666  -0.962
4 Al 1.707 7.466 1.879  0.150
5 C 0.113 8.371 1.089  -0.958
6 C -0.955 7.472 0.449  -0.683
7 C -0.456 6.621 -0.724  0.319
8 F 0.808 6.978 -1.146  -0.290
9 O 2.371 8.078 3.440  -0.484
10 C 3.773 8.048 3.317  -0.652
11 C 4.184 7.775 1.828  0.620
12 P 5.748 8.687 1.411  -0.033
13 O 5.747 8.486 -0.226  -0.390
14 I 7.405 6.948 2.083  -0.256
15 O 3.165 8.128 0.983  -0.603
16 C 0.754 3.181 1.667  0.618
17 C 1.316 2.292 2.587  -0.605
18 C 1.340 0.923 2.330  -0.516
19 C 0.804 0.433 1.136  -0.745
20 C 0.267 1.318 0.203  -0.810
21 C 0.236 2.686 0.468  -0.305
22 H 2.685 5.133 2.362  0.585
23 H 2.262 5.164 0.679  0.486
24 H 0.436 9.120 0.371  0.410
25 H -0.398 8.926 1.880  0.423
26 H -1.427 6.833 1.186  0.278
27 H -1.754 8.108 0.053  0.407
28 H -1.127 6.724 -1.574  0.362
29 H -0.455 5.565 -0.452  -0.355
30 H 4.181 7.251 3.947  0.235
31 H 4.177 9.002 3.675  0.407
32 H 4.453 6.705 1.795  0.177
33 H 6.515 7.984 -0.510  0.263
34 H 1.737 2.656 3.512  0.487
35 H 1.745 0.233 3.051  0.513
36 H 0.802 -0.631 0.953  0.581
37 H -0.150 0.951 -0.718  0.711
38 H -0.184 3.367 -0.256  0.315
39 C 1.037 -3.260 6.963  -0.589
40 C 2.505 -3.627 7.223  -0.583
41 C 3.334 -3.043 6.071  -0.732
42 S 2.431 -1.597 5.492  1.249
43 O 1.988 -1.858 4.146  -0.646
44 O 3.163 -0.404 5.819  -0.722
45 C 1.036 -1.779 6.597  -0.746
46 H 0.411 -3.455 7.832  0.344
47 H 0.649 -3.849 6.129  0.306
48 H 2.828 -3.189 8.169  0.286
49 H 2.646 -4.705 7.296  0.320
50 H 4.325 -2.726 6.384  0.346
51 H 3.412 -3.733 5.234  0.367
52 H 0.135 -1.449 6.086  0.390
53 H 1.226 -1.151 7.467  0.385
54 C 2.985 -0.800 -2.950  -0.591
55 C 3.163 -2.111 -2.171  -0.662
56 C 1.790 -2.498 -1.610  -0.271
57 S 0.579 -1.805 -2.740  1.011
58 O -0.173 -0.790 -2.051  -0.604
59 O -0.096 -2.870 -3.446  -0.732
60 C 1.751 -0.999 -3.825  -0.770
61 H 3.862 -0.562 -3.550  0.347
62 H 2.819 0.027 -2.255  0.330
63 H 3.521 -2.892 -2.845  0.311
64 H 3.893 -2.007 -1.370  0.361
65 H 1.639 -3.574 -1.560  0.438
66 H 1.612 -2.052 -0.634  -0.056
67 H 1.314 -0.073 -4.191  0.413
68 H 1.950 -1.677 -4.655  0.360
69 C -2.580 -6.838 -6.139  -0.588
70 C -2.058 -5.421 -5.861  -0.748
71 C -1.992 -5.244 -4.339  0.306
72 S -1.729 -6.885 -3.661  1.129
73 O -2.888 -7.258 -2.886  -0.655
74 O -0.405 -6.986 -3.100  -0.678
75 C -1.787 -7.764 -5.222  -0.735
76 H -2.462 -7.118 -7.185  0.351
77 H -3.643 -6.894 -5.893  0.297
78 H -1.059 -5.308 -6.287  0.302
79 H -2.695 -4.662 -6.311  0.371
80 H -1.178 -4.598 -4.022  0.012
81 H -2.933 -4.873 -3.936  -0.001
82 H -2.249 -8.736 -5.066  0.404
83 H -0.760 -7.885 -5.565  0.343
84 C -6.038 -4.512 -1.421  -0.291
85 C -5.602 -3.096 -1.018  -0.700
86 C -5.754 -2.202 -2.256  -0.629
87 S -7.067 -2.936 -3.243  1.144
88 O -6.506 -3.405 -4.486  -0.639
89 O -8.227 -2.082 -3.236  -0.686
90 C -7.350 -4.348 -2.179  -0.779
91 H -6.156 -5.162 -0.555  0.330
92 H -5.286 -4.961 -2.074  0.094
93 H -6.246 -2.730 -0.216  0.329
94 H -4.578 -3.077 -0.650  0.343
95 H -6.036 -1.182 -2.010  0.370
96 H -4.854 -2.199 -2.867  0.330
97 H -7.617 -5.206 -2.791  0.415
98 H -8.172 -4.094 -1.510  0.370

Charge = -1
Gap between HOMO and LUMO = 6.9 eV



[5]
ORCA calculation (wB97M-V/def2-TZVPD) on a molecular structure, C22H20ClNRu at a distorted geometry.

Each line ends with the Mulliken spin population.
Element x y z (Å)
1 C -2.512 -1.812 -1.210  -0.067
2 C -1.623 -2.047 -2.400  -0.011
3 C -1.529 -0.751 -3.127  0.213
4 H -1.321 -3.020 -2.768  0.002
5 C -2.233 0.233 -2.373  -0.050
6 C -2.760 -0.356 -1.161  0.158
7 H -3.433 0.115 -0.401  0.006
8 H -2.872 -2.557 -0.455  0.002
9 H -0.901 -0.590 -4.020  -0.002
10 H -2.392 1.264 -2.676  0.004
11 Ru -0.750 -1.146 -0.611  2.182
12 Cl 0.173 -3.039 0.099  0.138
13 C 2.282 -0.380 -1.447  0.197
14 C 2.986 0.768 -2.052  0.417
15 C 2.829 0.694 -3.474  -0.085
16 H 3.328 1.623 -1.518  0.013
17 C 2.112 -0.509 -3.741  0.392
18 C 1.776 -1.159 -2.500  0.072
19 H 1.298 -2.211 -2.292  -0.014
20 H 2.372 -0.783 -0.440  0.015
21 H 3.067 1.492 -4.187  0.000
22 H 1.875 -0.876 -4.716  0.020
23 C -0.293 4.129 0.502  0.084
24 C -0.181 3.288 -0.615  -0.063
25 C -0.083 1.894 -0.431  0.109
26 C -0.172 1.324 0.864  -0.073
27 C -0.302 2.166 2.013  0.099
28 C -0.336 3.571 1.816  -0.048
29 N -0.184 -0.058 0.956  0.264
30 C -0.068 -0.741 2.179  -0.042
31 C 1.206 -0.926 2.752  0.025
32 C 1.333 -1.595 3.975  -0.002
33 C 0.181 -2.125 4.588  0.011
34 C -1.068 -2.071 3.960  -0.005
35 C -1.195 -1.376 2.745  0.008
36 H -0.323 5.197 0.421  0.006
37 H -0.152 3.724 -1.618  -0.003
38 H 0.102 1.238 -1.321  0.026
39 H -0.352 1.648 2.987  0.006
40 H -0.397 4.228 2.708  -0.002
41 H 2.066 -0.466 2.257  -0.001
42 H 2.319 -1.656 4.471  0.001
43 H 0.269 -2.584 5.572  0.001
44 H -1.971 -2.508 4.447  0.000
45 H -2.170 -1.255 2.242  -0.004

Charge = 0
Gap between HOMO and LUMO (spin up / spin down) = 7.4 / 5.9 eV
2S+1 = 5
Energy relative to the best compared isomer or geometry (same formula, charge and spin) = 1.036 eV